C5H8O in the gas phase. Source: OMol25; level of theory: ωB97M-V with the def2-TZVPD basis set.

Structure (XYZ):
```
14
Properties=species:S:1:pos:R:3:forces:R:3:nbo_charge:R:1
C -0.46928 1.42498 0.85463 -0.016 0.029 -0.007 -0.61
C 0.21166 0.11536 0.49743 0.009 0.060 0.135 -0.20
C 0.99349 -0.00573 -0.84268 0.132 0.060 -0.057 -0.52
C 0.34401 -1.37939 -1.00447 0.027 -0.337 -0.310 0.62
O 0.62189 -2.36800 -1.62789 -0.100 0.468 0.285 -0.52
C -0.70532 -1.05699 0.05327 -0.110 -0.077 0.078 -0.52
H -1.05849 1.80324 0.01014 0.084 -0.067 0.100 0.20
H -1.15306 1.27610 1.69841 0.101 0.055 -0.113 0.21
H 0.25016 2.20002 1.14117 -0.079 -0.128 -0.080 0.21
H 0.85632 -0.21146 1.32122 -0.102 0.021 -0.105 0.20
H 2.08668 0.03208 -0.83694 -0.177 -0.007 0.019 0.23
H 0.61172 0.68709 -1.60449 0.037 -0.100 0.118 0.23
H -0.97279 -1.83906 0.76917 0.068 0.097 -0.122 0.23
H -1.61700 -0.67825 -0.42896 0.127 -0.074 0.058 0.23
```
Forces are in eV/Å.

Output
Total charge ... 0
SMILES string ... CC1CC(=O)C1

---

2 unconnected molecules or ions with the total composition C5H8O at a distorted geometry. Source: OMol25; level of theory: ωB97M-V with the def2-TZVPD basis set.

Structure (XYZ):
```
14
Properties=species:S:1:pos:R:3:forces:R:3:nbo_charge:R:1
C -1.19240 -0.95962 -0.47882 0.015 -0.037 0.037 -0.61
C -0.62055 0.43430 -0.67520 0.220 -0.091 0.336 -0.21
C -0.14078 1.22647 0.51989 0.026 -1.128 1.768 -0.36
C 0.85685 0.69177 -0.37912 0.889 -1.441 0.796 -0.36
C 1.65613 -0.60861 0.48561 -0.832 0.985 -0.197 0.55
O 2.54908 -1.29792 0.13080 -1.730 1.190 0.988 -0.51
H -0.76882 -1.43289 0.41090 -0.110 -0.005 -0.132 0.21
H -2.27919 -0.91915 -0.34980 0.141 0.031 -0.010 0.21
H -0.98071 -1.60264 -1.34045 -0.009 0.107 0.108 0.21
H -1.09211 0.95200 -1.52650 0.484 0.070 0.473 0.22
H 0.01373 0.46017 1.60278 -0.858 1.763 -2.100 0.14
H -0.37216 2.24078 0.84637 0.174 -0.226 -0.541 0.24
H 1.60008 1.18068 -1.01400 -0.504 0.009 0.223 0.25
H 0.77085 -0.36534 1.76753 2.095 -1.226 -1.747 0.01
```
Forces are in eV/Å.

Output
Total charge ... 0

---

C5H8O in the gas phase. Source: OMol25; level of theory: ωB97M-V with the def2-TZVPD basis set.

Structure (XYZ):
```
14
Properties=species:S:1:pos:R:3:forces:R:3:nbo_charge:R:1
C -1.25004 1.02160 -0.16533 -0.072 0.060 -0.003 -0.64
C -0.43394 -0.25381 0.02872 -0.275 0.314 -0.048 -0.23
C 0.69422 0.04719 1.18224 0.156 0.058 0.198 -0.44
C 1.31993 -0.70854 0.11756 -0.198 0.065 -0.010 0.44
O 1.13882 -2.01150 0.30310 -0.094 -0.117 0.015 -0.72
C 0.72481 -0.28673 -1.13314 0.151 0.001 -0.211 -0.44
H -0.64585 1.93092 -0.30423 -0.055 -0.139 0.024 0.19
H -1.89266 0.90889 -1.04533 0.088 0.008 0.123 0.22
H -1.89257 1.17684 0.70818 0.081 -0.032 -0.123 0.22
H 0.04314 -1.87991 0.26963 0.251 -0.203 0.033 0.47
H 0.64438 -0.49100 2.12495 0.003 0.104 -0.143 0.24
H 0.83590 1.12371 1.28219 -0.020 -0.144 -0.106 0.22
H 0.69783 -1.06935 -1.88657 0.000 0.140 0.109 0.24
H 0.87114 0.71853 -1.52942 -0.015 -0.114 0.141 0.22
```
Forces are in eV/Å.

Output
Total charge ... 0
SMILES string ... C[C@]12C[C@]1(O)C2

---

2 unconnected molecules or ions with the total composition C5H8O at a distorted geometry. Source: OMol25; level of theory: ωB97M-V with the def2-TZVPD basis set.

Structure (XYZ):
```
14
Properties=species:S:1:pos:R:3:forces:R:3:nbo_charge:R:1
O -0.80672 -2.58132 -0.68692 -0.068 0.507 0.897 -0.47
C -0.82410 -1.96376 0.30326 -0.068 -0.452 -0.545 0.74
C 1.16937 -0.20891 -1.09085 -0.091 0.143 -0.015 -0.42
C 0.21773 0.71290 -0.97430 0.176 -0.100 -0.055 -0.16
C 0.14252 1.73518 0.12101 0.045 0.036 0.053 -0.65
C -0.88172 -1.29812 1.43494 0.004 -0.095 -0.079 -0.80
H 1.96774 -0.29928 -0.35516 -0.093 0.059 -0.098 0.19
H 1.17284 -0.92248 -1.90964 0.005 0.132 0.104 0.21
H 0.45774 2.71411 -0.25745 -0.081 -0.065 0.062 0.22
H -0.57184 0.75595 -1.72542 0.140 -0.015 0.072 0.20
H -0.87866 1.84347 0.50257 0.144 -0.048 -0.073 0.22
H 0.79666 1.47547 0.96070 -0.047 0.052 -0.157 0.21
H -0.07414 -0.63763 1.72057 -0.142 -0.112 -0.124 0.26
H -1.74520 -1.43496 2.07069 0.077 -0.042 -0.041 0.26
```
Forces are in eV/Å.

Output
Total charge ... 0
SMILES string ... C=C=O.C=CC

---

A gas-phase ion, C5H8O (charge +1) at a distorted geometry. Source: OMol25; level of theory: ωB97M-V with the def2-TZVPD basis set.

Structure (XYZ):
```
14
Properties=species:S:1:pos:R:3:forces:R:3:nbo_charge:R:1
C -2.04469 -1.03569 0.72655 -1.348 0.268 -3.715 -0.69
C -0.70076 -0.53064 0.22653 -3.295 -1.713 2.966 0.05
C -0.33470 0.72450 0.50849 4.975 -0.041 -3.035 -0.16
C 0.98841 1.12582 0.00871 -1.963 0.517 1.766 -0.13
C 1.69493 0.24770 -0.74688 4.133 4.186 -1.455 0.29
O 2.90894 0.82092 -1.23779 -3.728 -1.845 1.667 -0.57
H -2.87571 -0.26651 0.62828 1.006 -0.837 -0.372 0.25
H -2.37847 -2.03136 0.27937 0.553 1.467 0.424 0.26
H -2.03973 -1.16367 1.74451 0.593 -0.533 2.773 0.27
H 0.00317 -1.30464 0.10072 0.732 -0.653 -0.894 0.21
H -0.94912 1.43840 0.85912 -2.190 2.246 1.313 0.24
H 1.39662 2.14307 0.09962 -0.286 -0.541 0.289 0.27
H 1.23017 -0.60045 -1.11049 0.239 -1.931 -1.048 0.20
H 3.10092 0.43256 -2.08675 0.580 -0.592 -0.679 0.51
```
Forces are in eV/Å.

Output
Total charge ... +1
2S+1 ... 2

---

C5H8O2 in the gas phase. Source: OMol25; level of theory: ωB97M-V with the def2-TZVPD basis set.

Structure (XYZ):
```
15
Properties=species:S:1:pos:R:3:forces:R:3:nbo_charge:R:1
C -1.73362 -0.61165 -0.34729 0.191 -0.004 0.359 -0.63
C -0.45804 0.21180 0.08285 0.177 0.225 0.120 0.15
O -0.91795 1.55124 0.10729 0.084 0.618 -0.620 -0.72
C 0.75652 0.33931 1.19976 -0.518 -0.315 0.031 -0.39
C 1.76172 -0.28394 0.22050 0.073 -0.219 -0.053 -0.54
C 0.69439 -0.30021 -0.84566 0.162 -0.093 -0.616 0.58
O 0.67824 -0.78703 -1.94436 -0.172 0.484 0.321 -0.51
H -2.61667 -0.42370 0.26785 0.327 -0.009 0.221 0.22
H -1.97258 -0.18559 -1.34171 0.261 -0.109 0.415 0.22
H -1.63314 -1.68724 -0.53837 0.333 0.231 0.402 0.22
H -0.95045 1.91394 -0.77670 -0.235 0.095 -0.439 0.47
H 0.94994 1.42173 1.28846 -0.461 -0.527 -0.054 0.23
H 0.71406 -0.05938 2.21411 -0.212 -0.324 -0.267 0.22
H 2.65375 0.27667 -0.08030 -0.142 -0.036 0.331 0.24
H 2.04248 -1.30348 0.48984 0.132 -0.016 -0.152 0.24
```
Forces are in eV/Å.

Output
Total charge ... 0
SMILES string ... C[C@@]1(O)CCC1=O

---

C5H8O2 in the gas phase at a distorted geometry. Source: OMol25; level of theory: ωB97M-V with the def2-TZVPD basis set.

Structure (XYZ):
```
15
Properties=species:S:1:pos:R:3:forces:R:3:nbo_charge:R:1
C 1.49639 0.76306 -0.34072 -0.007 -0.107 -0.020 -0.63
C 0.37688 -0.03060 0.32204 -0.094 0.172 -0.179 0.24
O 0.74659 -0.50063 1.60302 0.042 -0.070 0.100 -0.71
C -0.98314 0.72813 0.36220 -0.049 0.322 0.014 -0.43
C -1.58712 -0.34808 -0.52344 -0.458 0.071 0.209 0.05
O -0.79854 -0.63755 -1.67817 0.016 0.099 -0.101 -0.47
C -0.37421 -1.14876 -0.43710 -0.206 -0.197 0.256 0.01
H 1.17981 1.17170 -1.30484 0.008 -0.167 0.122 0.23
H 1.73860 1.60604 0.32014 -0.061 -0.189 -0.115 0.22
H 2.41238 0.18044 -0.48856 -0.168 -0.040 0.032 0.21
H 1.32751 -1.26000 1.45147 -0.044 0.206 0.197 0.47
H -1.37871 0.62750 1.37725 -0.048 0.129 -0.167 0.23
H -1.03632 1.75923 0.01166 0.139 0.045 0.117 0.21
H -2.59746 -0.73958 -0.55137 0.049 0.219 0.068 0.19
H -0.52265 -2.17091 -0.12360 0.880 -0.493 -0.534 0.20
```
Forces are in eV/Å.

Output
Total charge ... 0
SMILES string ... C[C@@]1(O)C[C@H]2O[C@H]21

---

C5H8O2 in the gas phase. Source: OMol25; level of theory: ωB97M-V with the def2-TZVPD basis set.

Structure (XYZ):
```
15
Properties=species:S:1:pos:R:3:forces:R:3:nbo_charge:R:1
C 2.34772 -0.19620 0.67115 0.089 0.028 0.006 -0.64
C 0.86467 0.00058 0.70028 -0.162 0.029 -0.125 -0.17
C 0.17646 0.65513 -0.23146 0.117 -0.104 0.080 -0.21
O -1.64957 0.77421 -1.77524 0.039 0.014 -0.076 -0.70
C -1.33354 0.65405 -0.41400 -0.014 -0.023 0.200 -0.04
C -1.87322 -0.66895 0.10568 -0.092 -0.238 -0.194 0.43
O -2.25088 -1.52771 -0.65612 0.072 0.322 0.350 -0.53
H 2.84467 0.52589 0.02087 -0.051 -0.019 0.046 0.22
H 2.55626 -1.19560 0.27663 0.056 0.039 0.053 0.22
H 2.79310 -0.14962 1.66659 -0.027 0.080 -0.045 0.22
H 0.34444 -0.50410 1.51324 0.015 -0.016 -0.133 0.19
H 0.69446 1.17357 -1.03783 -0.036 -0.083 0.095 0.22
H -1.81506 1.47958 0.12929 0.095 -0.092 -0.051 0.20
H -1.87148 -0.83144 1.19970 -0.019 0.009 -0.129 0.12
H -1.81786 -0.13089 -2.08239 -0.081 0.054 -0.077 0.49
```
Forces are in eV/Å.

Output
Total charge ... 0
SMILES string ... C/C=C/[C@@H](O)C=O

---

2 unconnected molecules or ions with the total composition C5H8O2. Source: OMol25; level of theory: ωB97M-V with the def2-TZVPD basis set.

Structure (XYZ):
```
15
Properties=species:S:1:pos:R:3:forces:R:3:nbo_charge:R:1
C 0.49977 1.63579 -0.74798 -0.187 -0.193 0.118 -0.67
C 0.15518 -2.69602 -0.93169 0.019 0.037 0.137 0.32
C -0.25427 1.17421 0.45715 0.198 0.250 0.051 0.34
C 0.47018 -3.62723 -0.24963 -0.153 0.388 -0.340 -0.42
C -0.11402 1.65621 1.68161 -0.086 -0.049 0.047 -0.52
O -1.13601 0.16304 0.15582 -0.013 -0.062 -0.215 -0.72
O -0.15808 -1.69771 -1.70238 0.017 0.062 -0.354 -0.68
H -0.55771 -0.97961 -1.17977 -0.116 0.017 0.257 0.52
H -1.59275 -0.12315 0.95581 0.044 -0.034 -0.042 0.50
H 0.73818 -4.46086 0.32090 0.173 -0.519 0.382 0.23
H 1.11548 2.49483 -0.50492 0.031 0.039 0.017 0.23
H -0.19806 1.90206 -1.54005 -0.023 0.050 -0.081 0.23
H 1.13727 0.83438 -1.11947 0.059 -0.044 -0.060 0.23
H 0.57942 2.44676 1.89127 0.173 0.181 -0.053 0.21
H -0.68457 1.27730 2.51331 -0.136 -0.124 0.138 0.20
```
Forces are in eV/Å.

Output
Total charge ... 0
SMILES string ... C=C(C)O.C#CO

---

C5H8O2 in the gas phase. Source: OMol25; level of theory: ωB97M-V with the def2-TZVPD basis set.

Structure (XYZ):
```
15
Properties=species:S:1:pos:R:3:forces:R:3:nbo_charge:R:1
C 0.91152 -0.10276 -0.59567 0.173 -0.004 -0.055 -0.41
C -0.27076 -0.29157 -1.57358 -0.016 -0.026 -0.165 -0.40
C -1.25793 -0.08331 -0.40365 -0.184 -0.007 0.028 -0.40
C -0.07954 0.24437 0.54764 -0.015 -0.272 -0.007 0.12
O -0.12902 1.59984 0.93259 0.222 0.106 0.075 -0.70
C 0.00617 -0.65444 1.76597 0.029 -0.487 -0.074 0.43
O 0.16498 -1.85169 1.70469 -0.066 0.653 0.054 -0.52
H 0.74820 1.85907 1.24313 -0.122 0.052 -0.032 0.47
H 1.60204 0.71268 -0.83468 -0.109 -0.129 0.060 0.21
H 1.47427 -1.01988 -0.40104 -0.094 0.145 0.004 0.23
H -0.32123 -1.27238 -2.05348 0.019 0.152 0.102 0.21
H -0.33512 0.47543 -2.34894 0.007 -0.088 0.124 0.21
H -1.93955 0.76539 -0.49585 0.067 -0.144 0.003 0.23
H -1.81290 -0.98013 -0.11685 0.083 0.133 -0.034 0.22
H -0.10363 -0.12739 2.74017 0.005 -0.087 -0.082 0.11
```
Forces are in eV/Å.

Output
Total charge ... 0
SMILES string ... O=CC1(O)CCC1

---

C5H8O2 in the gas phase. Source: OMol25; level of theory: ωB97M-V with the def2-TZVPD basis set.

Structure (XYZ):
```
15
Properties=species:S:1:pos:R:3:forces:R:3:nbo_charge:R:1
C -0.49665 -1.05481 -1.58018 0.003 -0.014 -0.010 -0.61
C -0.76591 -0.34981 -0.26617 -0.117 -0.002 -0.020 -0.21
C 0.40485 -0.23854 0.69622 0.279 0.016 0.094 -0.38
O 1.43489 -0.03366 2.80462 -0.452 -0.146 -0.065 -0.53
C 0.41596 0.00132 2.15177 0.207 0.014 0.055 0.43
C -0.13431 0.97406 -0.04791 -0.262 0.026 0.160 0.11
O 0.64553 1.55295 -1.03720 0.196 0.134 0.004 -0.69
H -0.53690 -2.14408 -1.48167 -0.023 0.166 0.062 0.22
H 0.48945 -0.77409 -1.96174 -0.169 -0.080 0.058 0.23
H -1.23596 -0.74801 -2.32720 0.093 -0.060 0.106 0.22
H -1.76727 -0.47779 0.14464 0.224 0.033 -0.003 0.22
H 1.34165 -0.64029 0.32185 -0.045 0.107 -0.003 0.24
H -0.53421 0.36363 2.60175 0.038 -0.165 -0.001 0.11
H -0.69514 1.67445 0.57601 0.111 -0.062 -0.176 0.18
H 1.43401 1.89468 -0.59479 -0.084 0.035 -0.259 0.48
```
Forces are in eV/Å.

Output
Total charge ... 0
SMILES string ... C[C@@H]1[C@H](O)[C@H]1C=O

---

C5H8O2 in the gas phase at a distorted geometry. Source: OMol25; level of theory: ωB97M-V with the def2-TZVPD basis set.

Structure (XYZ):
```
15
Properties=species:S:1:pos:R:3:forces:R:3:nbo_charge:R:1
O -0.85214 -1.75254 1.84582 0.231 0.068 0.160 -0.70
C -0.70280 -1.36893 0.50068 0.003 0.030 -0.397 -0.08
C -0.60495 0.13590 0.36793 -0.175 -0.021 -0.201 0.04
O 0.53548 0.57708 1.18879 0.352 0.609 -0.130 -0.49
C 1.51501 1.13754 0.52707 0.616 -0.552 0.664 0.30
C 1.23486 0.96850 -0.93642 0.175 0.233 0.224 -0.58
C -0.25523 0.71424 -0.99023 -0.659 0.510 -0.408 -0.46
H -0.13421 -1.32997 2.33832 -0.144 -0.142 0.024 0.48
H 0.18481 -1.82543 0.03359 -0.091 -0.021 0.103 0.16
H -1.58751 -1.72955 -0.03216 0.104 0.055 0.019 0.19
H -1.47897 0.60920 0.82362 0.085 -0.137 -0.049 0.20
H -0.70907 1.71263 -1.05653 -0.224 -0.368 -0.159 0.22
H 1.88088 0.15646 -1.29847 -0.109 -0.001 0.171 0.25
H 1.55264 1.86703 -1.46781 -0.033 -0.095 -0.047 0.24
H -0.57880 0.12785 -1.84421 -0.129 -0.166 0.025 0.23
```
Forces are in eV/Å.

Output
Total charge ... 0

---

ΔE to the lowest compared entry with this formula, charge and spin list, top to bottom, in kcal per mole: 18.52, 100.43, 114.62, 43.82, 31.30, 51.07, 60.89, 32.03, 71.39, 31.64, 36.39, 67.28
Calculated total energy list, top to bottom, in hartree: -270.528381, -270.397852, -270.375229, -270.488060, -270.172286, -345.723564, -345.707926, -345.753907, -345.691197, -345.754540, -345.746959, -345.697745